This record from the Open Molecules 2025 dataset describes a cluster of 5 separate species, C28H31BrO3 in total. The level of theory is wB97M-V/def2-TZVPD.

Properties
- electronic energy (Eh) = -3885.28618
- energy relative to the best compared isomer or geometry (same formula, charge and spin) (eV) = 0.000
- HOMO-LUMO gap (eV) = 9.5
- largest force on an atom (eV/Å) = 0.758
- lowest unoccupied orbital energy (eV) = 0.3

Structure (XYZ):
```
63
Properties=species:S:1:pos:R:3:lowdin_charge:R:1
O 0.0427 2.2587 -3.0566 0.14
C -0.5392 2.2157 -4.0974 -0.62
O -0.4557 1.1804 -4.9409 0.16
O -1.3203 3.2035 -4.5982 0.01
C -2.1115 3.8872 -3.6066 -0.16
C -3.0568 2.9582 -2.8600 -0.27
C -4.2625 2.5805 -3.7166 -0.60
Br -5.2777 1.1563 -2.8684 0.69
H -1.2134 1.2087 -5.5439 0.13
H -1.4682 4.4402 -2.9170 0.13
H -2.6889 4.6260 -4.1698 0.13
H -2.5537 2.0580 -2.4980 0.10
H -3.4162 3.4900 -1.9727 0.12
H -4.9493 3.4225 -3.8037 0.06
H -3.9765 2.2342 -4.7100 0.06
C -8.0801 -1.0577 -4.1386 -0.11
C -8.9949 -1.9466 -3.5913 -0.09
C -9.7002 -2.8125 -4.4156 -0.10
C -9.4920 -2.7882 -5.7878 -0.10
C -8.5799 -1.8969 -6.3356 -0.10
C -7.8737 -1.0327 -5.5105 -0.10
H -7.5232 -0.3816 -3.5029 0.02
H -9.1585 -1.9644 -2.5213 0.10
H -10.4124 -3.5068 -3.9887 0.10
H -10.0407 -3.4647 -6.4305 0.10
H -8.4196 -1.8763 -7.4060 0.10
H -7.1603 -0.3377 -5.9354 0.10
C 1.1753 -0.6189 0.2207 -0.10
C 0.8085 0.4744 -0.5527 -0.09
C 0.6362 1.7170 0.0436 -0.09
C 0.8285 1.8619 1.4112 -0.09
C 1.1907 0.7672 2.1846 -0.10
C 1.3660 -0.4734 1.5885 -0.12
H 1.3159 -1.5872 -0.2438 0.10
H 0.6582 0.3645 -1.6171 0.09
H 0.3551 2.5686 -0.5605 0.09
H 0.6967 2.8310 1.8760 0.10
H 1.3371 0.8814 3.2515 0.09
H 1.6501 -1.3280 2.1904 0.10
C 4.7678 -1.6651 1.3578 -0.08
C 4.9168 -2.0303 2.6879 -0.11
C 6.0485 -2.7212 3.0994 -0.10
C 7.0314 -3.0509 2.1764 -0.10
C 6.8815 -2.6900 0.8438 -0.10
C 5.7510 -1.9961 0.4349 -0.09
H 3.8902 -1.1178 1.0424 0.08
H 4.1496 -1.7727 3.4082 0.09
H 6.1637 -3.0006 4.1393 0.10
H 7.9150 -3.5888 2.4955 0.10
H 7.6475 -2.9492 0.1241 0.10
H 5.6350 -1.7121 -0.6033 0.10
C 5.8840 -0.0489 8.0122 -0.10
C 6.2597 -0.2177 6.6866 -0.09
C 5.3652 0.0815 5.6682 -0.10
C 4.0946 0.5478 5.9759 -0.09
C 3.7171 0.7127 7.3014 -0.10
C 4.6124 0.4152 8.3196 -0.10
H 6.5826 -0.2788 8.8065 0.10
H 7.2499 -0.5833 6.4459 0.10
H 5.6582 -0.0484 4.6344 0.09
H 3.3989 0.7837 5.1801 0.09
H 2.7252 1.0738 7.5414 0.10
H 4.3189 0.5449 9.3534 0.10
```

=====

This record from the Open Molecules 2025 dataset describes a cluster of 8 separate species, C55H57Cl2FN8O16 in total at a distorted geometry. The level of theory is wB97M-V/def2-TZVPD.

Properties
- electronic energy (Eh) = -4791.25245
- HOMO-LUMO gap (eV) = 8.1
- largest force on an atom (eV/Å) = 8.864
- lowest unoccupied orbital energy (eV) = -1.0

Structure (XYZ):
```
139
Properties=species:S:1:pos:R:3:lowdin_charge:R:1
C 1.9113 -0.0559 -5.1686 -0.09
C 1.4044 -1.5367 -4.5787 -0.35
C 0.9765 -2.3984 -5.9471 -0.12
C 2.6148 -2.3556 -3.8355 -0.12
C 2.2910 -2.7106 -2.2334 -0.25
C 1.7354 -1.4396 -1.3629 -0.10
C 2.6231 -0.0671 -1.4811 -0.12
F 4.0260 -0.2583 -1.9149 -0.15
C 1.1412 -3.9073 -2.4417 -0.20
N -0.0495 -3.9081 -1.4819 0.00
C 2.0612 -5.3038 -2.4724 -0.20
O 1.6580 -6.5780 -2.4667 -0.01
O 3.4586 -4.8382 -2.4499 -0.10
C 3.6492 -3.5050 -1.7866 -0.21
C 3.8961 -3.9565 -0.2360 -0.51
Cl 2.3500 -4.1837 0.7759 0.63
C 4.9090 -3.0065 0.6304 -0.66
C 4.1205 -1.9736 1.6827 -0.18
Cl 6.1740 -2.0813 -0.3558 0.54
H 1.6604 0.7789 -4.3880 0.06
H 3.0653 -0.1188 -5.4427 0.09
H 1.2490 0.1180 -6.1422 0.08
H 0.4173 -1.4346 -3.9590 0.10
H -0.0844 -2.0262 -6.3338 0.07
H 0.8321 -3.5460 -5.6544 0.08
H 1.7936 -2.3503 -6.7854 0.09
H 3.6022 -1.7265 -3.9682 0.12
H 2.7853 -3.3457 -4.4805 0.14
H 1.5611 -1.6475 -0.2247 0.09
H 0.6597 -1.1763 -1.8094 0.12
H 2.6786 0.4004 -0.3843 0.12
H 2.1082 0.7786 -2.1403 0.12
H 0.6053 -3.9763 -3.4795 0.14
H -0.7266 -4.5975 -1.9243 0.09
H -0.5791 -2.9869 -1.5406 0.08
H 4.5171 -3.0654 -2.4353 0.15
H 4.4095 -5.0337 -0.2800 0.14
H 5.5191 -3.7406 1.3478 0.12
H 3.8338 -2.6319 2.6344 0.08
H 3.2027 -1.4391 1.1923 0.05
H 4.8991 -1.1710 2.1005 0.07
O 5.3586 -1.0422 5.1303 0.05
N 6.4123 -1.0476 4.4767 -0.30
O 6.6625 -1.8385 3.5558 0.05
C 7.4352 -0.0526 4.8204 -0.13
C 7.2097 0.8371 5.8799 0.01
C 8.1964 1.7653 6.2178 -0.07
C 9.3934 1.8062 5.5011 -0.07
C 9.6110 0.9260 4.4398 -0.07
C 8.6328 -0.0086 4.0943 0.00
H 6.2824 0.8179 6.4482 0.12
H 8.0336 2.4556 7.0427 0.11
H 10.1621 2.5280 5.7720 0.11
H 10.5453 0.9660 3.8841 0.11
H 8.8189 -0.6899 3.2667 0.12
O 1.3718 0.7734 7.7554 0.03
N 2.1846 -0.0308 7.2755 -0.30
O 3.1529 0.2872 6.5702 0.07
C 1.9833 -1.4570 7.5580 -0.13
C 0.8798 -1.8646 8.3202 0.01
C 0.6802 -3.2246 8.5652 -0.06
C 1.5768 -4.1660 8.0574 -0.07
C 2.6807 -3.7564 7.3075 -0.06
C 2.8893 -2.3994 7.0535 0.01
H 0.1719 -1.1435 8.7229 0.12
H -0.1770 -3.5514 9.1500 0.06
H 1.4139 -5.2257 8.2464 0.10
H 3.3767 -4.4960 6.9177 0.11
H 3.7526 -2.0966 6.4647 0.09
O -1.5786 -0.2639 -3.9901 0.03
N -2.2137 0.8011 -3.9867 -0.31
O -2.5050 1.4408 -2.9660 0.07
C -2.6547 1.3382 -5.2796 -0.14
C -2.3795 0.6283 -6.4564 0.01
C -2.8227 1.1320 -7.6809 -0.06
C -3.5292 2.3348 -7.7281 -0.06
C -3.7927 3.0450 -6.5556 -0.06
C -3.3571 2.5499 -5.3249 0.01
H -1.8302 -0.3105 -6.4365 0.10
H -2.6199 0.5850 -8.5992 0.10
H -3.8776 2.7207 -8.6846 0.11
H -4.3414 3.9832 -6.6010 0.08
H -3.5732 3.1136 -4.4198 0.12
O -5.4200 6.5668 -6.7287 0.06
N -4.3662 6.5614 -7.3823 -0.32
O -4.1161 5.7705 -8.3032 0.05
C -3.3434 7.5564 -7.0386 -0.14
C -3.5689 8.4461 -5.9792 0.00
C -2.5822 9.3743 -5.6412 -0.06
C -1.3852 9.4152 -6.3579 -0.07
C -1.1676 8.5350 -7.4192 -0.07
C -2.1458 7.6004 -7.7647 0.00
H -4.4962 8.4269 -5.4108 0.12
H -2.7450 10.0646 -4.8163 0.11
H -0.6165 10.1370 -6.0870 0.11
H -0.2333 8.5750 -7.9749 0.11
H -1.9597 6.9191 -8.5923 0.12
O -3.2385 -2.4852 11.8259 0.08
N -2.4256 -3.2894 11.3460 -0.31
O -1.4574 -2.9715 10.6407 0.04
C -2.6269 -4.7156 11.6285 -0.14
C -3.7304 -5.1233 12.3907 0.00
C -3.9301 -6.4832 12.6357 -0.06
C -3.0334 -7.4246 12.1279 -0.07
C -1.9295 -7.0151 11.3780 -0.06
C -1.7209 -5.6580 11.1240 0.00
H -4.4384 -4.4021 12.7933 0.12
H -4.7873 -6.8101 13.2205 0.11
H -3.1964 -8.4843 12.3168 0.11
H -1.2336 -7.7546 10.9882 0.11
H -0.8576 -5.3552 10.5351 0.11
O -1.6892 6.2337 3.0819 0.05
N -2.2770 5.7815 4.0758 -0.33
O -3.4305 6.0892 4.4088 0.06
C -1.5555 4.8200 4.9180 -0.15
C -0.2354 4.4721 4.5997 0.00
C 0.4540 3.5755 5.4183 -0.06
C -0.1715 3.0294 6.5402 -0.06
C -1.4897 3.3695 6.8489 -0.06
C -2.1884 4.2673 6.0393 0.00
H 0.2661 4.8890 3.7291 0.12
H 1.4811 3.3044 5.1835 0.11
H 0.3720 2.3351 7.1787 0.07
H -1.9713 2.9374 7.7233 0.11
H -3.2141 4.5247 6.2952 0.12
O -5.2033 -1.7039 -9.7306 0.07
N -5.2951 -0.5366 -10.1389 -0.31
O -4.3313 0.2213 -10.3194 0.04
C -6.6376 -0.0155 -10.4231 -0.14
C -7.7589 -0.8257 -10.1974 0.00
C -9.0347 -0.3162 -10.4465 -0.07
C -9.1869 0.9878 -10.9205 -0.07
C -8.0679 1.7889 -11.1544 -0.07
C -6.7871 1.2913 -10.9062 0.00
H -7.6570 -1.8439 -9.8281 0.12
H -9.9115 -0.9349 -10.2682 0.11
H -10.1840 1.3826 -11.1080 0.11
H -8.1947 2.8031 -11.5266 0.11
H -5.9253 1.9293 -11.0905 0.12
```

=====

This record from the Open Molecules 2025 dataset describes an isolated molecule of C5H12N2 at a distorted geometry. The level of theory is wB97M-V/def2-TZVPD.

Properties
- electronic energy (Eh) = -307.16774
- energy relative to the best compared isomer or geometry (same formula, charge and spin) (eV) = 1.676
- HOMO-LUMO gap (eV) = 10.2
- largest force on an atom (eV/Å) = 3.263
- lowest unoccupied orbital energy (eV) = 1.2

Structure (XYZ):
```
19
Properties=species:S:1:pos:R:3:lowdin_charge:R:1
C -2.6000 1.2230 0.0799 -0.08
N -1.9157 0.1955 0.3301 -0.03
C -1.1074 -0.3649 -0.8098 -0.23
C 0.2436 0.3060 -0.8193 -0.16
C 1.0652 -0.3398 0.3188 -0.46
C 2.1288 0.5980 0.9289 -0.07
N 1.5619 -1.6820 -0.0074 0.03
H -2.8855 1.5203 -0.9313 0.07
H -3.0183 1.7780 0.9102 0.06
H -1.1202 -1.4487 -0.7668 0.11
H -1.7465 -0.0740 -1.6628 0.09
H 0.6460 0.3094 -1.8351 0.12
H 0.2068 1.3529 -0.5207 0.10
H 0.4165 -0.5288 1.1750 0.12
H 2.3663 0.4779 1.9857 0.07
H 3.0290 0.5417 0.3039 0.08
H 1.6411 1.5751 0.8866 0.06
H 2.2826 -1.6858 -0.7165 0.07
H 1.8765 -2.1132 0.8473 0.07
```